C27H18Cl2MnN5O5 as an isolated structure, computed with ωB97M-V/def2-TZVPD.

As for the total charge: -1. The calculation puts the strongest force on any atom at 0.3 eV/Å. Its spin multiplicity is 6. The HOMO-LUMO gap (spin up / spin down) comes out at 7.2 / 7.2 eV. The value obtained for the total energy is -3761.3469 hartree. For the energy above the lowest of the compared OMol25 structures with the same formula, charge and spin, the calculation gives 0.0 kcal per mole.

```
58
Properties=species:S:1:pos:R:3:forces:R:3
C 3.2995 -2.7974 1.3690 -0.001 0.004 -0.030
H -3.6192 -1.0607 1.3936 0.060 0.039 -0.016
C 1.8680 -0.9037 1.6209 0.002 0.068 0.011
H 2.8776 -1.0224 -1.4704 0.007 -0.001 -0.012
C -2.2958 4.7485 0.7980 0.013 -0.009 -0.010
C -1.9365 4.5770 -0.5282 0.011 -0.021 0.023
Mn -0.2020 0.4493 -0.4762 0.208 -0.049 0.149
N 0.3434 0.9131 1.7001 0.067 0.158 0.014
N 2.0093 -0.5827 0.3310 -0.074 -0.123 0.029
H -0.0072 -4.9216 -2.0011 -0.005 -0.025 0.004
O 0.5136 0.9973 -2.3843 -0.057 0.016 0.078
H -0.0923 -3.0529 -0.3512 0.034 -0.038 0.010
C 0.4982 -1.8264 -5.4099 0.009 -0.028 0.004
N -0.5528 2.7372 0.0711 -0.100 0.023 -0.064
H -1.7682 -1.8806 0.1127 -0.024 0.072 0.084
C 0.6207 0.4671 -4.6875 0.037 -0.001 0.004
C 2.8013 -1.3271 -0.4327 0.001 -0.027 0.022
N -1.5426 -1.1942 0.8259 -0.040 -0.124 0.004
C -3.1446 0.5108 0.0056 -0.017 -0.236 -0.084
C 0.3300 -2.2532 -4.0741 -0.001 -0.019 -0.027
H 1.6891 -0.5450 4.4206 0.021 -0.003 0.029
H 4.1210 -3.0063 -0.6174 0.016 -0.017 -0.018
O -2.2340 0.6907 -0.8704 0.011 0.061 -0.211
H -2.5510 0.1846 2.0335 0.004 -0.017 0.024
O -0.1054 2.2776 6.4553 -0.071 0.157 0.011
C -1.7697 3.9004 1.7581 0.010 -0.004 -0.021
C 0.4732 0.1483 -3.3346 0.021 0.046 0.010
C -0.2429 2.0921 3.6785 0.046 -0.057 -0.036
C -0.2630 1.9377 2.2978 0.019 -0.041 -0.035
H -2.0460 3.9952 2.7975 -0.014 0.007 0.027
C 2.4837 -2.0230 2.1745 0.013 0.009 -0.012
C 0.4332 1.1608 4.4523 0.020 0.008 -0.040
C -0.8948 2.9034 1.3517 0.042 -0.033 0.068
C 0.0191 -2.8465 -1.4106 0.009 0.009 -0.087
C 0.2907 -1.2671 -3.0606 0.012 0.012 0.020
C -2.7553 -0.4331 1.1557 -0.033 0.056 0.121
C 1.1171 0.1361 3.8067 -0.053 0.025 -0.012
Cl 0.8255 2.1351 -5.1253 -0.001 0.000 -0.001
C -1.0683 3.5452 -0.8476 -0.023 0.035 -0.013
N 0.1115 -1.5869 -1.7565 -0.053 0.024 -0.097
O -4.2698 0.9893 0.0152 -0.119 0.117 0.068
H 3.7923 -3.6722 1.7738 0.003 0.002 0.004
H -0.7834 3.3327 -1.8710 0.010 -0.005 -0.011
C 3.4810 -2.4369 0.0409 -0.014 0.012 0.040
H 0.7614 -0.1804 -6.7243 0.004 0.015 -0.017
Cl 0.5476 -3.0010 -6.7022 -0.002 0.006 0.002
H -1.2084 -1.6961 1.6424 0.007 0.009 -0.017
C 0.2127 -3.6000 -3.6667 -0.002 -0.003 -0.008
H -2.9927 5.5256 1.0837 -0.004 0.006 0.001
O 1.0671 0.3481 6.5682 0.124 -0.139 0.034
H -2.3383 5.2080 -1.3073 -0.010 0.012 -0.018
H 0.2436 -4.3821 -4.4134 0.000 0.004 0.001
H 2.3277 -2.2707 3.2146 0.006 -0.009 0.009
C 0.0713 -3.8986 -2.3410 0.005 0.025 0.012
C 1.0612 0.0565 2.4262 -0.022 0.010 -0.020
C 0.6341 -0.4977 -5.6988 -0.022 -0.014 0.008
H -0.7137 2.9202 4.1879 -0.022 0.025 0.029
C 0.4722 1.2788 6.0004 -0.071 -0.031 -0.037
```
Positions in Å, forces in eV/Å.


C27H18F6N4O11OsPS2 as an isolated structure in a non-equilibrium geometry, computed with ωB97M-V/def2-TZVPD.

As for the total charge: +1. The calculation puts the strongest force on any atom at 1.8 eV/Å. Its spin multiplicity is 5. The HOMO-LUMO gap (spin up / spin down) comes out at 7.2 / 6.4 eV. The value obtained for the total energy is -3913.4547 hartree.

```
70
Properties=species:S:1:pos:R:3:forces:R:3
C 0.2130 -1.6797 -2.4985 0.062 0.224 0.001
H -2.7838 -1.2040 0.8785 -0.089 -0.011 0.059
C 0.8871 -3.3459 2.3254 0.138 0.171 0.100
C -5.0561 -2.5231 -1.2555 0.041 -0.022 -0.048
F -4.5456 2.7570 -0.1842 0.001 -0.014 0.000
C 0.1286 -5.0531 0.8034 -0.056 0.043 -0.056
F -2.7748 4.0106 -0.0286 -0.219 0.011 -0.060
O -0.8879 1.9526 4.3920 -0.185 -0.180 -0.315
H 1.0698 3.0708 5.2008 -0.030 0.000 -0.010
O 4.7552 4.1993 5.5173 -0.207 -0.044 0.025
C -2.8802 -2.4493 -2.2792 0.093 -0.009 0.070
C -4.2266 -2.7706 -2.3389 -0.102 -0.031 -0.026
C 0.5556 -2.3630 1.3985 -0.144 -0.505 0.059
C -0.2367 -4.0771 -0.1060 0.040 -0.049 0.101
C 1.4251 -2.3662 -2.5602 -0.103 -0.010 0.101
F -4.0604 4.1401 -1.7725 0.076 -0.062 -0.154
C 0.7936 3.9388 -1.2800 -0.122 -0.102 0.239
Os -0.2087 0.8810 0.5087 -0.379 0.623 0.126
C 0.6828 -4.6822 2.0244 -0.020 0.043 -0.033
O 4.0953 0.6732 0.6433 -0.118 0.127 0.102
C -4.5370 -1.9707 -0.0915 -0.081 0.006 0.079
O -2.0711 1.2983 -0.3635 0.440 -0.397 0.805
H 4.9321 3.1377 3.3668 0.010 -0.016 0.005
C -0.2794 1.7465 3.3821 0.826 0.745 0.833
C -0.0215 -2.7341 0.1952 -0.047 0.340 -0.239
N 4.3319 1.7092 1.2399 0.344 -0.090 0.064
F 0.2333 5.0759 -1.6201 0.024 -0.037 -0.089
H -0.0365 -6.0958 0.5696 0.019 -0.005 0.025
N 3.5690 3.9436 5.5312 0.083 0.131 0.091
H -0.7050 -4.3425 -1.0461 0.013 -0.047 0.013
C 2.0798 -2.5012 -3.7731 0.054 0.017 -0.059
F 0.4427 3.6498 0.0029 0.048 0.180 -0.204
C 3.3864 2.1350 2.2856 -0.628 -0.194 -0.143
H -0.0778 -0.8012 -5.7565 0.008 0.006 0.003
P -0.6178 -1.4385 -0.9216 -0.154 -0.578 0.022
S -2.5161 2.0002 -1.6003 -0.209 0.443 -0.500
N 0.8030 -0.9702 1.6401 0.018 -1.220 0.031
O -3.2700 1.1929 -2.4880 -0.075 -0.056 0.064
C -3.5713 3.3368 -0.8600 0.252 -0.053 0.287
H -4.6287 -3.2164 -3.2389 -0.003 0.011 0.000
H 1.7198 -0.6932 1.2990 0.156 -0.353 0.235
H -5.1835 -1.7898 0.7569 0.022 0.016 0.002
O 0.4828 1.3292 -1.5426 0.028 -0.359 0.846
C -0.3155 -1.0944 -3.6540 0.028 0.020 0.157
H 0.9621 -5.4398 2.7439 -0.018 0.012 0.013
C 1.5366 -1.9459 -4.9223 0.024 -0.009 0.019
O 5.3224 2.3896 1.0920 -0.226 -0.032 -0.077
H 1.8462 -2.8030 -1.6638 0.043 -0.026 -0.024
F 2.1027 4.0274 -1.3482 0.010 -0.152 -0.070
S 0.1362 2.5407 -2.3223 -0.197 0.691 0.032
C 3.0385 3.1917 4.3793 -0.224 -0.185 -0.157
O -0.8330 1.1256 2.3442 -0.569 -0.441 -1.630
O 1.5743 1.1826 1.1040 0.232 0.909 -0.736
C -2.3619 -1.8802 -1.1192 -0.019 0.273 -0.015
C -3.1955 -1.6469 -0.0230 0.144 0.055 -0.113
C 3.8895 2.8542 3.3451 0.116 0.014 0.043
N -1.3906 2.8548 -2.2515 0.081 -0.229 -0.003
H 2.0531 -2.0506 -5.8669 -0.011 -0.011 -0.005
H 0.7393 -0.7461 2.6266 0.065 -0.033 0.091
H -1.2400 -0.5313 -3.6033 -0.042 0.017 -0.050
O 0.7036 2.6147 -3.6118 0.064 -0.002 -0.029
C 0.3398 -1.2432 -4.8619 -0.003 0.064 -0.053
C 2.0125 1.7921 2.2018 0.561 0.654 0.575
C 1.7101 2.8212 4.3664 0.164 0.219 0.286
H -6.1091 -2.7622 -1.3187 0.003 -0.013 0.022
H -2.2408 -2.6546 -3.1261 -0.015 0.000 -0.015
H 3.0185 -3.0364 -3.8205 -0.006 -0.007 0.007
O 2.7791 4.2521 6.3978 0.146 -0.065 -0.125
H 1.3300 -3.0607 3.2723 -0.003 -0.029 0.010
C 1.1815 2.1379 3.2838 -0.172 -0.387 -0.609
```
Positions in Å, forces in eV/Å.


no.,M (u)
1,618.315
2,973.784